Record 1
ORCA calculation (ωB97M-V/def2-TZVPD) on C25H39F3IrN3SbSi3 as an isolated structure.

Element x y z (Å)
Ir (-3.049, 0.960, 1.060)
C (1.894, -2.612, 2.030)
H (-0.649, -3.429, 4.155)
H (-6.038, -3.261, 2.199)
H (11.434, 4.481, 1.676)
C (-5.756, -0.508, 4.147)
C (-0.959, -2.816, 3.302)
N (-4.418, -0.328, 2.194)
H (2.404, -3.202, 2.798)
H (-6.503, 1.620, -2.719)
C (11.509, 5.394, 1.084)
C (-3.662, 3.442, -2.457)
H (-4.426, -1.908, 0.873)
C (0.042, -10.072, -7.041)
C (9.647, 7.872, 0.502)
H (0.995, -8.365, -9.984)
H (-6.892, -2.314, 4.352)
C (-4.869, 2.998, -2.980)
H (1.831, -7.088, -9.105)
H (9.402, 7.401, -0.451)
H (10.416, 8.627, 0.288)
C (-6.193, -1.759, 3.741)
H (10.333, 6.007, 4.041)
F (-4.592, 3.313, -5.273)
Si (10.374, 6.688, 1.679)
H (-2.241, 3.156, -0.874)
Si (1.403, -9.089, -7.747)
C (-3.251, 3.996, 4.294)
H (-1.255, -3.491, 2.499)
C (-5.397, 3.633, -4.254)
H (-5.510, 1.808, 5.503)
H (9.084, 7.241, 3.684)
F (-5.413, 4.960, -4.135)
H (10.773, 7.701, 3.804)
H (0.062, 0.136, 4.390)
H (0.076, -7.361, -8.872)
N (-3.835, 1.847, -0.698)
H (2.619, -1.914, 1.611)
C (-4.758, 2.224, 4.850)
H (-0.899, -9.523, -7.020)
H (3.465, -10.261, -7.999)
H (1.707, 0.205, 3.728)
H (11.381, 5.174, 0.025)
H (0.281, -10.464, -6.053)
H (-2.800, 4.959, 4.483)
H (-3.110, 4.244, -2.928)
H (8.780, 8.392, 0.906)
C (1.045, -7.837, -9.021)
Sb (-0.658, -0.275, 0.874)
C (-4.832, -1.541, 1.807)
C (-4.212, 3.466, 5.138)
H (-1.826, -2.232, 3.617)
C (-5.555, 1.979, -2.344)
H (12.531, 5.773, 1.223)
C (0.921, -0.461, 4.081)
H (1.568, -3.296, 1.246)
H (1.296, -0.980, 4.969)
H (-2.134, 3.633, 2.490)
H (-6.112, -0.096, 5.079)
C (-4.338, 1.538, 3.722)
C (3.127, -9.476, -7.308)
Si (0.470, -1.736, 2.815)
H (-4.539, 4.011, 6.013)
C (-3.177, 2.844, -1.317)
H (3.220, -9.880, -6.300)
N (-3.410, 2.070, 2.901)
C (-5.723, -2.289, 2.550)
H (-5.508, 0.634, -0.666)
H (3.793, -8.624, -7.442)
F (-6.625, 3.210, -4.535)
C (-4.865, 0.195, 3.352)
C (-5.005, 1.428, -1.202)
C (-2.878, 3.264, 3.184)
H (-0.106, -10.937, -7.703)
C (10.098, 6.902, 3.466)

Spin multiplicity   6
HOMO level (spin up / spin down)   -15.79 / -17.21 eV
Expectation value of S²   8.760
Total charge   +4
Gap between HOMO and LUMO (spin up / spin down)   7.662 / 6.899 eV
ΔE to the lowest compared entry with this formula, charge and spin   0.0 kcal per mole

***

Record 2
ORCA calculation (ωB97M-V/def2-TZVPD) on C25H40BF16InNO9 as an isolated structure.

Element x y z (Å)
H (-0.557, 2.023, -1.212)
C (3.956, 6.749, 3.591)
H (4.813, 6.926, 4.240)
N (-4.254, -1.229, -0.569)
H (-0.093, -1.807, 0.282)
C (-2.200, -4.617, -5.975)
H (-4.855, -3.463, 7.012)
H (-3.989, -2.315, 1.228)
B (-3.054, -0.428, -0.171)
H (2.069, -0.657, 3.686)
H (-5.506, -2.642, 0.347)
C (4.197, 4.445, 5.621)
F (5.016, 2.455, 4.603)
O (-3.222, -2.588, 3.819)
H (-4.915, 0.062, -2.096)
H (-5.621, 0.420, -0.494)
C (-0.701, -1.694, -2.945)
H (0.994, 1.258, -1.590)
H (0.012, -3.474, -3.999)
C (2.237, 1.120, 2.479)
F (-1.537, -3.926, -2.819)
C (-4.420, -3.561, 6.019)
C (0.723, 1.743, 0.485)
C (2.866, -0.076, 3.204)
H (-2.439, -5.320, -5.180)
H (-5.106, -3.122, 5.296)
H (2.581, 6.339, 5.214)
F (5.876, 5.814, -0.845)
H (4.306, 6.263, 2.683)
F (-3.196, -6.260, -9.555)
C (4.624, 2.966, 5.770)
C (-1.912, -5.909, -9.442)
O (-2.330, -5.393, -7.199)
C (-4.117, -5.006, 5.693)
C (-2.749, -2.368, 4.891)
C (3.856, 2.533, -4.393)
H (-3.072, -2.936, -5.000)
O (4.510, 5.297, 6.400)
F (-1.796, -1.517, -3.793)
H (-1.163, -4.309, -5.857)
C (4.360, 4.786, -2.344)
C (2.927, 3.472, -3.658)
H (2.730, 4.375, -4.234)
H (1.980, 2.979, -3.450)
H (-5.319, -1.143, 1.291)
H (3.324, -0.748, 2.470)
H (1.799, 1.810, 3.212)
C (4.773, 5.070, -0.882)
H (-3.401, -5.415, 6.406)
H (0.301, 0.260, 2.016)
H (-4.167, -3.771, -6.119)
F (0.497, -3.563, -2.079)
C (1.169, 0.658, 1.476)
O (4.796, 5.411, -3.267)
O (-0.982, -3.982, -8.341)
F (5.622, 2.854, 6.641)
In (-0.893, -0.731, -0.880)
H (4.805, 3.017, -4.622)
O (-3.322, 0.606, 0.729)
H (-6.164, -1.008, -1.404)
F (-1.843, -0.295, 5.557)
F (-0.658, -2.057, 5.987)
H (1.606, 2.378, 0.301)
O (3.439, 4.571, 4.550)
H (3.007, 1.649, 1.900)
H (2.057, 5.721, 3.643)
C (-4.792, -1.861, 0.641)
F (3.591, 2.246, 6.221)
H (3.393, 2.215, -5.327)
C (-1.485, -1.503, 5.094)
C (2.921, 5.891, 4.281)
O (3.463, 3.826, -2.364)
H (-5.032, -5.596, 5.738)
O (-3.214, -2.771, 6.069)
H (3.519, 7.711, 3.325)
F (-1.192, -7.027, -9.269)
F (0.390, -1.149, -3.648)
C (-3.140, -3.438, -5.962)
F (-0.842, -1.350, 3.953)
H (-2.557, 0.744, 1.296)
F (-1.533, -5.344, -10.584)
C (0.157, 1.259, -0.878)
H (-0.013, 2.402, 0.970)
H (1.593, -0.179, 0.903)
H (-2.886, -2.723, -6.744)
F (5.000, 3.948, -0.202)
C (-0.403, -3.191, -3.022)
H (3.600, 0.226, 3.954)
H (-3.695, -5.099, 4.693)
C (-5.289, -0.388, -1.170)
C (-1.682, -4.946, -8.253)
H (4.058, 1.651, -3.786)
F (3.794, 5.746, -0.262)

HOMO level   -4.40 eV
Total charge   -1
Gap between HOMO and LUMO   6.627 eV
ΔE to the lowest compared entry with this formula, charge and spin   0.0 kcal per mole

***

Record 3
ORCA calculation (ωB97M-V/def2-TZVPD) on a 2-piece molecular cluster, C25H40ClNO4P overall.

Element x y z (Å)
H (-6.062, 2.927, 1.289)
H (1.904, 0.114, -2.271)
H (1.244, 0.517, 1.921)
H (6.573, 0.134, -1.949)
H (-2.582, -3.959, -1.557)
C (-2.641, -3.141, -0.838)
H (-0.550, -1.714, -0.354)
H (4.992, -0.556, -0.988)
H (-2.189, -2.004, -2.596)
H (5.085, 4.019, -0.643)
C (-0.335, 0.904, 0.546)
H (2.648, 3.879, -0.300)
C (6.800, 1.987, -0.828)
P (-5.226, 0.967, 0.981)
H (3.178, 1.307, -2.522)
C (-6.737, -2.840, 0.594)
N (5.635, 2.162, 0.124)
H (-9.668, -1.191, 0.773)
H (5.660, 1.491, -2.635)
C (-4.402, -2.088, 0.721)
H (-8.130, 0.716, 0.950)
O (-6.690, -5.208, 0.816)
C (5.098, 0.867, 0.690)
O (3.146, 0.330, -0.679)
C (-6.149, -4.205, 0.411)
C (-4.842, -4.227, -0.303)
H (5.417, 3.085, 2.027)
C (3.313, 3.246, 0.285)
H (4.385, 2.666, -1.501)
H (7.406, 1.417, -2.775)
H (7.596, 1.523, -0.247)
H (-0.455, -0.827, -1.863)
H (6.618, 3.847, 0.954)
C (-1.100, -1.036, -1.006)
H (4.423, 1.162, 1.491)
H (1.211, -0.617, 0.604)
C (0.565, -0.075, 1.296)
C (4.377, -0.140, -0.193)
H (2.790, 2.312, 0.471)
Cl (-5.097, 1.334, -1.093)
H (-3.221, -1.136, -1.504)
H (0.278, 1.541, -0.102)
C (-5.862, -1.766, 0.724)
H (-1.222, -1.199, 1.909)
C (-6.351, -0.469, 0.857)
C (-2.347, -1.791, -1.538)
C (4.590, 3.057, -0.509)
O (-6.404, 2.029, 1.394)
H (-2.355, 0.163, 0.311)
H (-4.619, -5.094, -0.915)
C (6.205, 2.906, 1.303)
C (-8.600, -1.357, 0.756)
C (-3.986, -3.210, -0.181)
O (-3.608, -1.508, 1.430)
H (3.485, 3.753, 1.235)
H (-1.717, 0.990, -1.082)
C (-0.185, -1.062, 2.210)
C (6.569, 1.208, -2.109)
H (-0.798, 1.570, 1.280)
H (-1.877, -3.331, -0.079)
H (6.986, 2.300, 1.753)
C (-7.732, -0.282, 0.858)
H (3.561, -0.437, -2.577)
H (5.958, 0.371, 1.143)
H (4.168, -0.973, 0.489)
C (-1.459, 0.269, -0.300)
C (2.955, 0.327, -2.086)
H (7.109, 3.003, -1.071)
H (0.283, -2.049, 2.158)
H (-8.767, -3.497, 0.550)
H (-0.139, -0.766, 3.257)
C (-8.107, -2.644, 0.629)

HOMO level   -10.66 eV
Total charge   +1
Gap between HOMO and LUMO   8.271 eV

***

Record 4
ORCA calculation (ωB97M-V/def2-TZVPD) on a 6-piece molecular cluster, C25H40FN6 overall.

Element x y z (Å)
C (2.428, 5.394, 6.952)
H (4.003, 4.147, 7.784)
C (3.241, 3.858, 5.191)
H (3.281, 5.265, 8.933)
N (0.274, -0.637, 3.418)
H (-2.157, -0.254, 0.056)
C (-0.622, -5.764, -0.577)
H (-1.122, -5.514, 0.360)
H (-1.423, -1.188, -7.184)
H (-2.466, -1.449, -5.794)
H (1.347, 3.738, 6.056)
C (-4.593, 1.562, -4.568)
H (1.590, 5.107, 4.969)
C (-1.111, -0.017, -0.027)
H (-5.406, 1.949, -2.621)
C (-5.717, 2.076, -3.660)
C (0.853, -6.108, -0.331)
C (0.689, 1.584, 0.012)
H (-0.530, -2.005, -0.343)
H (1.522, 5.887, 7.309)
N (-0.874, -3.734, -2.198)
H (1.351, -5.257, 0.140)
H (0.898, -6.933, 0.379)
H (-6.432, 3.689, -4.929)
C (3.063, 4.608, 8.093)
F (2.853, 0.723, -0.283)
C (-1.807, -0.900, -3.223)
N (-5.272, 1.729, -7.080)
H (1.791, -1.456, -0.469)
H (2.627, -6.761, -1.382)
H (0.472, -0.568, -5.721)
H (-1.084, -2.515, -6.071)
N (1.116, -0.715, -0.321)
H (-4.368, 0.521, -4.337)
H (4.569, 0.548, 3.647)
C (-6.064, 3.539, -3.914)
C (-0.480, -0.949, -3.835)
H (3.492, 0.333, 2.281)
H (0.177, -0.264, -3.290)
C (1.248, -0.142, 3.764)
C (-4.969, 1.654, -5.979)
C (2.502, 0.481, 4.193)
N (4.192, 3.369, 4.780)
H (-6.606, 1.461, -3.804)
C (-0.760, -4.625, -1.486)
H (1.618, -5.669, -2.322)
H (-1.145, -6.615, -1.016)
H (1.064, 2.588, 0.117)
C (-0.666, 1.302, 0.098)
H (3.044, -2.036, 2.990)
H (4.101, -1.813, 4.387)
C (3.673, 0.025, 3.315)
H (-3.683, 2.144, -4.414)
C (1.547, 0.554, -0.194)
H (2.396, 3.819, 8.447)
C (-1.430, -1.482, -6.136)
H (4.768, -1.755, 2.757)
H (3.110, 6.179, 6.624)
H (2.683, 0.218, 5.236)
C (-0.541, -0.553, -5.317)
C (3.907, -1.481, 3.367)
H (-6.844, 3.872, -3.230)
H (-1.362, 2.107, 0.264)
H (-0.905, 0.473, -5.408)
H (-5.192, 4.181, -3.770)
N (-2.860, -0.839, -2.768)
H (1.124, -7.349, -2.091)
C (1.595, -6.493, -1.607)
C (-0.200, -0.984, -0.244)
H (-0.093, -1.960, -3.721)
C (2.057, 4.511, 5.753)
H (2.391, 1.561, 4.136)

HOMO level   -12.94 eV
Total charge   +1
Gap between HOMO and LUMO   8.584 eV
ΔE to the lowest compared entry with this formula, charge and spin   0.0 kcal per mole

***

Record 5
ORCA calculation (ωB97M-V/def2-TZVPD) on C25H40NP2PdSi as an isolated structure.

Element x y z (Å)
C (-2.205, -3.733, 0.265)
H (-0.676, -4.114, -5.189)
H (-0.670, 2.343, -1.564)
C (-3.894, -1.981, 0.932)
H (1.819, -0.466, -2.987)
C (-1.939, 0.561, -5.340)
H (3.849, -2.438, 1.704)
H (1.928, -0.182, 3.250)
N (-1.783, -1.310, -0.200)
H (3.044, -2.225, -4.224)
H (-2.047, -4.714, -0.192)
H (-0.029, 3.496, 1.246)
H (-1.542, -2.863, -1.578)
C (-0.796, -2.294, -4.055)
H (3.354, 1.261, 0.951)
C (-0.120, -1.249, -3.422)
H (1.800, -4.079, -5.300)
H (-2.895, 0.282, -0.947)
H (-1.883, -2.308, -4.040)
C (-0.085, 1.491, -1.916)
H (-4.035, -3.326, -0.769)
H (-0.318, -2.826, -0.325)
H (-1.845, -3.813, 1.296)
C (-0.121, -3.312, -4.718)
H (2.665, -3.296, 0.690)
H (1.475, 3.470, 2.202)
H (-2.736, -0.163, 1.240)
H (2.124, -2.476, 2.151)
H (-1.955, -1.600, 1.840)
C (-2.362, -0.593, -1.340)
P (0.462, 1.229, 1.949)
C (-2.566, -1.219, 1.016)
H (-0.440, 0.798, 4.199)
H (0.689, 1.822, -2.612)
C (0.896, 2.946, 1.434)
C (1.266, -3.291, -4.782)
H (-4.318, -2.087, 1.935)
C (-4.318, 1.814, -4.714)
H (4.025, -0.052, -1.334)
H (-2.439, 0.962, -7.388)
H (-1.011, 0.069, -5.614)
C (3.956, -0.986, -0.774)
H (-5.251, 2.304, -4.455)
C (1.275, -1.253, -3.498)
C (-0.267, 1.695, 3.601)
C (-3.496, 1.312, -3.713)
H (4.078, 0.019, 1.980)
H (4.889, -1.155, -0.226)
H (-4.276, -4.125, 0.773)
C (2.825, -2.416, 1.316)
C (-3.684, -3.358, 0.267)
H (-4.610, -1.393, 0.352)
H (1.441, 2.911, 0.491)
H (-3.120, -1.191, -1.877)
Pd (0.585, 0.102, -0.373)
C (2.114, 0.699, 2.625)
C (3.134, 0.366, 1.539)
H (-4.579, 2.084, -6.832)
C (-2.747, 1.064, -6.353)
H (3.813, -1.795, -1.493)
H (2.498, 1.482, 3.289)
C (1.961, -2.252, -4.177)
C (-2.284, 0.667, -3.989)
Si (-1.081, 0.139, -2.545)
C (-1.390, -2.695, -0.509)
H (-3.814, 1.438, -2.682)
H (-1.232, 2.180, 3.443)
C (-3.945, 1.692, -6.045)
H (0.381, 2.376, 4.163)
P (2.489, -0.886, 0.333)

HOMO level   -2.70 eV
Total charge   -1
Gap between HOMO and LUMO   5.646 eV

***

Record 6
ORCA calculation (ωB97M-V/def2-TZVPD) on C25H41BeCl3N3O3Si as an isolated structure.

Element x y z (Å)
H (4.024, 0.312, 2.976)
H (1.268, 4.950, -3.456)
C (0.257, 5.177, -3.080)
H (6.585, 2.329, 0.197)
C (-3.153, 1.500, -1.596)
H (-1.362, 2.054, -4.237)
H (-5.591, -2.457, -0.172)
C (-4.118, 2.149, -0.820)
N (-3.897, -1.313, 0.214)
H (6.650, -1.135, -0.067)
C (5.798, -0.670, -0.569)
H (1.834, 0.761, -4.759)
H (5.216, -0.905, 2.580)
H (1.785, 5.625, -1.120)
C (0.416, -1.036, 1.894)
H (6.220, -0.159, -1.446)
C (0.467, 3.932, -0.930)
H (1.943, 1.408, -3.096)
C (1.711, 4.682, -0.554)
H (-0.062, -0.323, 2.572)
C (-2.590, -1.178, -0.114)
C (6.283, 1.667, 1.026)
C (1.748, -1.349, 0.062)
H (5.153, -1.476, -0.937)
H (-2.040, 3.571, 1.501)
H (-2.011, -0.634, 0.668)
C (-3.729, 2.889, 0.309)
H (-1.957, 0.356, -4.103)
H (-3.696, -0.191, 1.971)
H (0.295, 6.196, -2.667)
H (0.078, 3.237, 1.021)
C (4.352, -0.360, 2.165)
C (-4.494, -0.601, 1.340)
H (-3.432, 0.926, -2.487)
H (-1.024, 1.113, -1.827)
O (0.930, 1.763, -0.053)
H (-5.138, 0.225, 0.999)
C (-2.379, 2.989, 0.640)
H (-0.431, 5.194, -3.935)
H (-4.241, -2.634, -1.360)
H (2.588, 4.057, -0.780)
O (-2.077, -1.584, -1.155)
C (-1.118, 0.994, -4.410)
C (-0.228, 4.215, -2.045)
H (3.556, -1.107, 2.060)
H (0.254, -4.285, 0.984)
H (-4.474, 3.403, 0.929)
C (1.297, 1.328, -3.981)
H (-0.918, 0.844, -5.484)
H (-0.801, -1.101, -2.869)
Cl (3.802, 1.023, -1.360)
H (6.090, 2.287, 1.921)
H (2.399, -0.912, -0.699)
N (0.064, 0.646, -3.618)
C (1.404, -2.701, 0.025)
N (1.345, -0.530, 1.065)
H (1.715, 4.905, 0.525)
C (0.546, -3.239, 0.985)
H (1.049, 2.331, -4.350)
C (-1.416, 2.398, -0.175)
C (-4.806, -1.938, -0.733)
H (-5.110, -1.292, 1.931)
H (-1.227, 3.810, -2.212)
Be (1.516, 1.236, 1.421)
H (1.763, -3.299, -0.800)
C (-1.803, 1.602, -1.242)
C (0.185, -0.625, -3.069)
C (0.040, 2.805, 0.010)
H (-5.166, 2.105, -1.139)
H (-5.290, -1.183, -1.373)
H (7.160, 1.016, 1.257)
Si (4.762, 0.598, 0.518)
H (-0.737, -2.604, 2.660)
O (1.258, -1.160, -2.823)
Cl (3.182, 2.289, 1.500)
C (-0.013, -2.350, 1.896)
Cl (0.675, 1.689, 3.199)

HOMO level   -5.16 eV
Total charge   -1
Gap between HOMO and LUMO   7.595 eV
ΔE to the lowest compared entry with this formula, charge and spin   41.9 kcal per mole

***

Q: total charge of number 3 (C25H40ClNO4P)?
A: +1